Record 1
{"formula": "C3H11NO2S2", "method": "ωB97M-V/def2-TZVPD", "elements": ["N", "C", "C", "O", "C", "S", "S", "H", "H", "H", "H", "H", "H", "H", "H", "H", "H", "H", "O"], "positions_angstrom": [[0.705, 0.319, 1.119], [0.593, -1.091, 0.711], [0.241, -2.019, 1.855], [1.213, -1.884, 2.864], [-0.455, -1.234, -0.389], [-0.044, -0.352, -1.918], [-1.283, 1.303, -1.870], [1.247, 0.316, 1.984], [-0.247, 0.536, 1.415], [1.543, -1.438, 0.302], [-0.787, -1.830, 2.179], [0.195, -3.046, 1.453], [0.874, -2.249, 3.686], [-1.445, -0.917, -0.083], [-0.513, -2.283, -0.679], [-0.542, 2.046, -1.033], [0.845, 3.812, 0.645], [0.615, 2.333, 0.807], [0.215, 3.164, 0.979]], "e_tot_ha": -1122.50782, "molar_mass_g_mol": 157.26, "relative_energy_kcal_mol": 0.00, "smiles": "N[C@@H](CO)CSS.O", "lumo_energy_ev": 0.591, "gap_ev": 9.52, "fmax_ha_per_bohr": 0.03529, "spin_multiplicity": 1}

Record 2
{"formula": "C8H21CeI2OP2", "method": "ωB97M-V/def2-TZVPD", "elements": ["I", "I", "Ce", "P", "C", "C", "H", "H", "H", "H", "H", "H", "C", "H", "H", "H", "P", "C", "C", "H", "H", "H", "C", "H", "H", "H", "H", "H", "H", "C", "O", "C", "H", "H", "H"], "positions_angstrom": [[-0.001, -1.040, -5.428], [-0.005, 1.362, -4.000], [0.004, 1.539, 0.131], [-2.475, 0.111, 0.097], [-3.257, -0.070, -1.540], [-3.068, -1.386, 0.969], [-4.142, -1.227, 1.172], [-4.406, 1.111, 1.123], [-2.568, -1.450, 1.962], [-2.952, 1.706, 1.916], [-2.919, -0.991, -2.032], [-2.874, -2.317, 0.402], [-3.408, 1.497, 0.934], [-4.323, -0.088, -1.343], [-3.395, 2.441, 0.361], [-2.976, 0.736, -2.226], [2.472, 0.095, 0.105], [3.264, -0.087, -1.530], [3.413, 1.477, 0.947], [2.553, -1.468, 1.968], [4.131, -1.253, 1.184], [2.858, -2.335, 0.407], [3.057, -1.407, 0.977], [2.952, 1.687, 1.929], [4.408, 1.082, 1.142], [4.330, -0.111, -1.327], [2.990, 0.722, -2.216], [3.408, 2.422, 0.374], [2.923, -1.006, -2.024], [0.001, -0.399, -1.223], [-0.001, -1.492, -1.750], [-0.002, 0.080, 1.952], [-0.976, 0.252, 2.466], [0.971, 0.244, 2.469], [-0.005, -0.927, 1.524]], "e_tot_ha": -2144.68886, "molar_mass_g_mol": 589.13, "lumo_energy_ev": [-13.095, -13.031], "gap_ev": [5.03, 5.09], "fmax_ha_per_bohr": 0.18390, "spin_multiplicity": 1, "total_charge": 3}

Record 3
{"formula": "C4H6FNO", "method": "ωB97M-V/def2-TZVPD", "elements": ["C", "C", "C", "C", "N", "O", "F", "H", "H", "H", "H", "H", "H"], "positions_angstrom": [[-1.596, -0.174, 0.280], [0.845, 0.872, 0.193], [1.732, 0.094, -0.840], [-0.262, -0.033, 0.960], [-2.125, -1.248, -0.138], [0.813, 2.031, 0.500], [0.232, -1.314, 1.078], [-1.986, 0.850, 0.049], [1.012, -0.716, -1.283], [2.189, 0.813, -1.558], [2.676, -0.431, -0.553], [-0.545, 0.325, 1.965], [-2.984, -1.070, -0.652]], "e_tot_ha": -385.82128, "molar_mass_g_mol": 103.10, "relative_energy_kcal_mol": 32.79, "smiles": "[H]/N=C/[C@@H](F)C(C)=O", "lumo_energy_ev": 0.711, "gap_ev": 10.81, "fmax_ha_per_bohr": 0.04594, "spin_multiplicity": 1}

Record 4
{"formula": "C2H2O4", "method": "ωB97M-V/def2-TZVPD", "elements": ["C", "C", "O", "O", "O", "O", "H", "H"], "positions_angstrom": [[-2.713, -0.206, -0.280], [1.335, -0.533, 0.138], [-3.512, -1.006, -0.174], [-2.132, 0.772, -0.331], [2.614, -0.692, 0.333], [1.010, 0.843, 0.087], [3.323, 0.033, 0.430], [0.075, 0.788, -0.202]], "e_tot_ha": -378.33266, "molar_mass_g_mol": 90.03, "relative_energy_kcal_mol": 51.19, "lumo_energy_ev": 0.425, "gap_ev": 10.05, "fmax_ha_per_bohr": 0.06327, "spin_multiplicity": 1}

Record 5
{"formula": "C28H26BrN2O4PPd", "method": "ωB97M-V/def2-TZVPD", "elements": ["Pd", "N", "C", "C", "N", "H", "H", "H", "H", "H", "H", "H", "H", "O", "C", "O", "C", "C", "C", "C", "C", "C", "P", "C", "C", "C", "C", "C", "C", "C", "C", "C", "C", "C", "C", "H", "H", "H", "H", "H", "H", "H", "H", "H", "H", "H", "H", "H", "H", "Br", "C", "C", "C", "C", "C", "C", "C", "O", "O", "H", "H", "H", "H"], "positions_angstrom": [[0.377, -0.887, -0.214], [0.334, -1.306, 1.818], [-0.661, -2.309, 2.258], [-0.681, -3.524, 1.337], [-1.086, -3.154, -0.007], [1.274, -1.676, 1.943], [0.279, -0.460, 2.375], [-1.641, -1.833, 2.259], [-0.430, -2.619, 3.279], [-1.308, -4.286, 1.813], [0.333, -3.929, 1.283], [-2.074, -2.975, -0.121], [-0.796, -3.787, -0.738], [-1.080, -2.009, -3.056], [-0.647, -0.916, -2.753], [0.511, -0.644, -2.205], [-1.460, 0.332, -2.998], [-1.893, 0.670, -4.275], [-2.620, 1.831, -4.474], [-2.941, 2.654, -3.401], [-2.521, 2.322, -2.126], [-1.775, 1.162, -1.915], [-1.190, 0.729, -0.248], [-2.713, 0.393, 0.688], [-3.822, -0.161, 0.053], [-4.943, -0.521, 0.788], [-4.972, -0.322, 2.161], [-3.875, 0.239, 2.801], [-2.750, 0.590, 2.070], [-0.550, 2.292, 0.424], [0.806, 2.553, 0.221], [1.349, 3.757, 0.646], [0.551, 4.697, 1.281], [-0.797, 4.437, 1.494], [-1.348, 3.238, 1.068], [-1.650, 0.019, -5.105], [-2.942, 2.100, -5.473], [-3.517, 3.557, -3.561], [-2.768, 2.966, -1.290], [-3.807, -0.317, -1.020], [-5.798, -0.952, 0.284], [-5.851, -0.596, 2.731], [-3.896, 0.407, 3.871], [-1.904, 1.042, 2.575], [1.434, 1.800, -0.235], [2.402, 3.951, 0.491], [0.979, 5.633, 1.619], [-1.420, 5.168, 1.993], [-2.400, 3.042, 1.237], [9.033, -2.492, -0.523], [7.201, -2.039, -0.318], [6.858, -0.736, 0.004], [5.518, -0.415, 0.158], [4.535, -1.382, -0.017], [4.902, -2.680, -0.348], [6.239, -3.019, -0.494], [3.089, -1.001, 0.157], [2.235, -1.905, -0.194], [2.788, 0.109, 0.625], [7.627, 0.014, 0.131], [5.214, 0.589, 0.420], [4.126, -3.419, -0.500], [6.532, -4.028, -0.748]], "e_tot_ha": -4536.39183, "molar_mass_g_mol": 671.82, "relative_energy_kcal_mol": 13.10, "lumo_energy_ev": -0.035, "gap_ev": 8.12, "fmax_ha_per_bohr": 0.00996, "spin_multiplicity": 1}

Record 6
{"formula": "H12O6", "method": "ωB97M-V/def2-TZVPD", "elements": ["H", "H", "H", "H", "H", "H", "H", "H", "H", "H", "H", "H", "O", "O", "O", "O", "O", "O"], "positions_angstrom": [[1.261, -0.059, -0.818], [-0.181, 0.274, -1.165], [1.992, -3.736, 1.813], [2.351, -2.417, 1.150], [-3.261, 0.230, 0.791], [-4.371, 0.348, 1.822], [-4.090, -1.342, -0.642], [-2.743, -1.569, -1.310], [0.708, 3.361, 0.201], [1.650, 3.662, 1.354], [2.853, 0.718, -1.262], [3.670, -0.553, -1.422], [0.702, 0.229, -1.549], [2.510, -2.935, 1.946], [-3.985, 0.804, 1.066], [-3.673, -1.407, -1.508], [0.852, 3.985, 0.921], [3.756, 0.407, -1.391]], "e_tot_ha": -458.59596, "molar_mass_g_mol": 108.09, "relative_energy_kcal_mol": 48.01, "smiles": "O.O.O.O.O.O", "lumo_energy_ev": -0.610, "gap_ev": 11.09, "fmax_ha_per_bohr": 0.00914, "spin_multiplicity": 1}

Record 7
{"formula": "CH2N4", "method": "ωB97M-V/def2-TZVPD", "elements": ["C", "N", "N", "N", "N", "H", "H"], "positions_angstrom": [[-1.023, -0.032, 0.086], [-1.126, -1.208, 0.211], [2.911, 0.100, 0.260], [2.244, 0.004, -0.614], [-0.685, 1.090, 0.100], [-1.756, -1.735, 0.634], [-0.565, 1.782, -0.677]], "e_tot_ha": -258.33150, "molar_mass_g_mol": 70.05, "relative_energy_kcal_mol": 8.93, "smiles": "N=C=N.N#N", "lumo_energy_ev": 1.018, "gap_ev": 11.07, "fmax_ha_per_bohr": 0.11246, "spin_multiplicity": 1}

Record 8
{"formula": "C41H55BClN8O2ReS5", "method": "ωB97M-V/def2-TZVPD", "elements": ["Re", "C", "C", "C", "C", "N", "C", "C", "N", "B", "N", "C", "C", "N", "C", "S", "C", "C", "C", "C", "N", "C", "C", "N", "C", "S", "C", "C", "C", "C", "C", "S", "H", "H", "H", "H", "H", "H", "H", "H", "H", "H", "H", "H", "H", "H", "H", "H", "H", "H", "H", "H", "H", "H", "H", "H", "H", "H", "H", "H", "H", "H", "H", "H", "H", "H", "S", "C", "N", "C", "C", "N", "C", "C", "C", "C", "C", "C", "C", "C", "S", "C", "C", "C", "C", "C", "C", "C", "H", "H", "H", "H", "H", "H", "H", "H", "H", "H", "H", "H", "H", "H", "H", "H", "H", "H", "C", "O", "C", "O", "H", "H", "H", "Cl"], "positions_angstrom": [[-0.645, 0.604, 1.195], [4.257, 0.324, 0.912], [4.569, -0.664, 2.039], [4.660, 0.034, 3.397], [5.911, -1.326, 1.741], [3.505, -1.736, 2.089], [3.782, -3.089, 1.951], [2.614, -3.750, 2.035], [1.620, -2.823, 2.235], [0.129, -3.211, 2.369], [-0.355, -2.551, 3.724], [0.207, -3.069, 4.871], [-0.215, -2.334, 5.913], [-1.047, -1.345, 5.414], [-1.098, -1.481, 4.060], [-2.067, -0.565, 2.938], [-1.780, -0.369, 6.306], [-3.286, -0.623, 6.202], [-1.343, -0.608, 7.747], [-1.424, 1.063, 5.919], [-0.769, -2.930, 1.126], [-2.044, -3.489, 1.181], [-2.521, -3.576, -0.059], [-1.564, -3.053, -0.925], [-0.467, -2.656, -0.191], [0.944, -1.912, -0.801], [-1.749, -3.071, -2.425], [-3.161, -3.566, -2.726], [-0.746, -4.056, -3.032], [-1.617, -1.676, -3.044], [2.162, -1.601, 2.254], [1.292, -0.146, 2.614], [5.125, 0.968, 0.744], [3.404, 0.949, 1.162], [4.033, -0.220, -0.011], [5.470, 0.768, 3.371], [4.880, -0.695, 4.182], [3.737, 0.549, 3.648], [6.669, -0.544, 1.704], [5.905, -1.835, 0.774], [6.199, -2.031, 2.523], [4.773, -3.475, 1.800], [2.396, -4.802, 1.955], [0.098, -4.406, 2.546], [0.857, -3.930, 4.846], [0.000, -2.448, 6.959], [-3.516, -1.660, 6.461], [-3.654, -0.422, 5.199], [-3.812, 0.033, 6.898], [-1.596, -1.612, 8.094], [-1.876, 0.102, 8.377], [-0.272, -0.434, 7.880], [-1.846, 1.330, 4.956], [-0.341, 1.192, 5.870], [-1.825, 1.749, 6.670], [-2.483, -3.797, 2.116], [-3.479, -3.934, -0.392], [-3.316, -4.595, -2.396], [-3.302, -3.542, -3.806], [-3.914, -2.917, -2.272], [-0.865, -5.044, -2.577], [0.277, -3.720, -2.876], [-0.924, -4.145, -4.109], [-2.384, -1.012, -2.641], [-1.753, -1.769, -4.127], [-0.640, -1.245, -2.851], [0.927, 0.613, -0.537], [0.458, 1.683, -1.758], [1.152, 1.752, -2.885], [0.593, 2.450, -4.046], [-0.134, 3.683, -3.601], [-1.118, 3.332, -2.572], [-2.469, 3.897, -2.727], [-3.123, 3.322, -3.963], [-3.307, 1.944, -4.064], [-3.890, 1.400, -5.198], [-4.295, 2.229, -6.240], [-4.119, 3.601, -6.141], [-3.530, 4.146, -5.005], [-0.782, 2.481, -1.611], [-1.710, 2.359, -0.218], [2.522, 1.224, -3.037], [3.525, 2.352, -2.973], [4.226, 2.748, -4.104], [5.126, 3.806, -4.039], [5.323, 4.476, -2.840], [4.624, 4.083, -1.702], [3.730, 3.025, -1.768], [-0.094, 1.784, -4.574], [1.407, 2.719, -4.716], [-0.658, 4.126, -4.443], [0.570, 4.414, -3.195], [-2.396, 4.983, -2.797], [-3.045, 3.659, -1.842], [-3.002, 1.293, -3.247], [-4.035, 0.329, -5.269], [-4.750, 1.804, -7.126], [-4.438, 4.251, -6.946], [-3.395, 5.221, -4.926], [2.580, 0.711, -3.996], [2.707, 0.495, -2.257], [4.082, 2.220, -5.043], [5.674, 4.103, -4.924], [6.023, 5.300, -2.788], [4.782, 4.597, -0.762], [3.193, 2.714, -0.876], [-4.773, -0.243, 0.165], [-3.592, 0.284, 0.798], [-2.419, -0.089, 0.257], [-2.347, -0.770, -0.735], [-5.607, 0.299, 0.598], [-4.860, -1.305, 0.380], [-4.730, -0.090, -0.911], [-0.385, 2.430, 2.502]], "e_tot_ha": -4738.11405, "s_squared": 0.94, "molar_mass_g_mol": 1084.75, "relative_energy_kcal_mol": 36.99, "lumo_energy_ev": [-3.668, -3.642], "gap_ev": [5.36, 5.53], "fmax_ha_per_bohr": 0.03229, "spin_multiplicity": 2, "total_charge": 1}